Entry 1:
The following is a DFT calculation (ωB97M-V with the def2-TZVPD basis set) of the ion C12H12N3 with charge +1 at a distorted geometry.

CARTESIAN COORDINATES (ANGSTROEM)
C: 0.76 -0.91 2.92
C: 1.70 -0.01 2.53
C: 0.19 -1.70 1.91
C: 2.02 0.22 1.19
C: 0.66 -1.48 0.60
C: -0.69 -2.50 -1.38
C: 0.71 1.88 -1.12
C: 0.32 0.74 -1.70
C: -1.75 -1.68 -2.03
C: 0.06 -2.05 -0.47
C: -0.45 2.47 -0.22
C: -1.51 1.43 -0.52
N: 1.62 -0.52 0.27
N: -1.78 -0.44 -2.10
N: -0.99 0.40 -1.39
H: 0.66 -1.24 3.95
H: 2.21 0.67 3.25
H: -0.80 -2.08 2.02
H: 2.52 1.13 0.84
H: -0.62 -3.42 -1.90
H: 1.64 2.37 -1.23
H: 0.89 0.23 -2.39
H: -2.30 -2.16 -2.83
H: -0.19 2.49 0.86
H: -0.60 3.49 -0.60
H: -1.81 0.91 0.45
H: -2.48 1.77 -0.91

Summary:
gap between HOMO and LUMO (alpha / beta)	7.7 / 5.7	eV
charge	+1
E_HOMO (alpha / beta)	-12.478 / -11.295	eV


Entry 2:
The following is a DFT calculation (ωB97M-V with the def2-TZVPD basis set) of a cluster of 2 separate species, C6H16S2Si in total at a distorted geometry.

CARTESIAN COORDINATES (ANGSTROEM)
C: 1.16 -2.28 -3.30
C: 0.24 2.54 0.52
C: 0.64 -2.01 -1.81
C: -0.55 2.50 1.83
C: 0.56 -0.54 -1.48
C: -1.38 1.20 2.02
Si: -0.63 -0.53 1.63
S: 1.02 -0.99 2.80
S: -1.98 -2.15 1.83
H: 1.85 -1.61 -3.51
H: 1.56 -3.33 -3.20
H: 0.25 -2.05 -3.87
H: 0.76 3.57 0.26
H: 0.93 1.85 0.54
H: -0.43 2.39 -0.46
H: -0.18 -2.67 -1.80
H: 1.39 -2.37 -1.23
H: 0.09 2.60 2.80
H: -1.26 3.27 1.92
H: -0.38 -0.04 -1.79
H: 1.33 0.09 -1.04
H: -2.20 1.41 1.45
H: -1.82 1.08 2.95
H: 1.87 -0.34 1.99
H: -2.85 -1.58 0.96

Summary:
gap between HOMO and LUMO (alpha / beta)	7.6 / 7.2	eV
charge	0
E_HOMO (alpha / beta)	-7.774 / -6.829	eV


Entry 3:
The following is a DFT calculation (ωB97M-V with the def2-TZVPD basis set) of a cluster of 2 separate species, C6H15NO in total at a distorted geometry.

CARTESIAN COORDINATES (ANGSTROEM)
C: 2.19 -0.80 0.85
C: 1.75 -2.22 1.07
N: 0.41 -2.39 1.28
O: 2.51 -3.17 1.02
H: 1.94 -0.47 -0.16
H: 3.28 -0.74 0.76
H: 1.89 -0.11 1.63
H: 0.05 -3.30 1.52
H: -0.20 -1.63 1.55
C: 0.08 2.05 -0.54
C: -0.80 0.81 -0.40
C: -2.19 1.17 0.09
C: -0.89 0.09 -1.74
H: 0.42 2.40 0.45
H: -0.57 2.85 -0.89
H: 0.98 1.87 -1.11
H: -0.32 0.13 0.32
H: -2.78 1.58 -0.74
H: -2.75 0.29 0.40
H: -2.23 1.91 0.90
H: -0.95 0.83 -2.54
H: -0.07 -0.61 -1.92
H: -1.77 -0.55 -1.78

Summary:
SMILES	CC(N)=O.CC(C)C
gap between HOMO and LUMO	10.6	eV
charge	0
E_HOMO	-9.851	eV


Entry 4:
The following is a DFT calculation (ωB97M-V with the def2-TZVPD basis set) of a structure of composition C4H11CdClF5NdOTe at a distorted geometry.

CARTESIAN COORDINATES (ANGSTROEM)
Nd: 0.95 1.84 -1.95
Cl: -1.16 2.42 -0.57
C: 0.07 1.27 -4.12
C: 2.43 3.61 -1.26
H: 0.70 1.62 -4.96
H: -0.14 0.20 -4.31
H: -0.89 1.80 -4.20
H: 3.09 3.98 -2.07
H: 3.08 3.41 -0.40
H: 1.78 4.44 -0.99
Cd: 0.02 -0.38 0.24
C: 0.40 -0.17 2.37
C: 1.89 -0.22 -1.08
H: 1.49 -0.30 2.44
H: 0.08 0.83 2.70
H: -0.15 -0.96 2.91
H: 2.79 -0.20 -0.43
H: 2.04 -1.15 -1.68
F: -3.28 -3.54 2.20
Te: -2.38 -2.70 0.75
F: -2.27 -4.40 -0.08
F: -2.52 -1.07 1.75
F: -0.76 -3.08 1.70
F: -4.07 -2.34 0.00
O: -1.45 -1.82 -0.58

Summary:
gap between HOMO and LUMO (alpha / beta)	4.5 / 4.5	eV
charge	-2
<S²>	3.75
multiplicity	4
E_HOMO (alpha / beta)	-0.173 / -0.184	eV


Entry 5:
The following is a DFT calculation (ωB97M-V with the def2-TZVPD basis set) of a cluster of 2 separate species, CHClS2 in total at a distorted geometry.

CARTESIAN COORDINATES (ANGSTROEM)
C: -0.92 0.26 0.73
S: -0.33 -0.02 2.16
S: -1.64 0.49 -0.63
Cl: 1.81 -0.91 -1.11
H: 1.07 0.18 -1.16

Summary:
gap between HOMO and LUMO	9.5	eV
charge	0
E_HOMO	-9.932	eV


Entry 6:
The following is a DFT calculation (ωB97M-V with the def2-TZVPD basis set) of a structure of composition C43H53BClIN8O6Y.

CARTESIAN COORDINATES (ANGSTROEM)
Y: 0.11 0.08 -0.40
C: 3.97 2.05 2.18
C: 3.45 1.90 0.75
C: 4.54 2.23 -0.27
C: 2.23 2.75 0.56
C: 2.15 4.15 0.61
C: 0.80 4.43 0.52
C: 0.13 5.77 0.67
C: -0.17 6.02 2.15
C: 0.99 6.89 0.09
N: 0.13 3.27 0.41
N: 1.02 2.23 0.43
B: -1.40 3.03 0.41
N: -1.96 2.53 -0.95
N: -2.14 1.19 -1.17
C: -2.82 1.09 -2.30
C: -3.05 2.35 -2.86
C: -2.47 3.24 -1.98
C: -2.31 4.73 -2.09
C: -0.92 5.05 -2.67
C: -3.40 5.34 -2.95
C: -3.24 -0.20 -2.95
C: -3.72 -1.27 -1.98
C: -2.12 -0.74 -3.85
N: -1.79 2.05 1.53
N: -1.07 0.92 1.81
C: -1.59 0.40 2.91
C: -2.70 1.16 3.32
C: -2.79 2.19 2.42
C: -3.89 3.23 2.40
C: -3.47 4.63 2.84
C: -4.66 3.27 1.08
C: -1.06 -0.81 3.65
C: -1.09 -0.55 5.16
C: 0.33 -1.23 3.22
H: 4.83 1.39 2.35
H: 3.20 1.80 2.91
H: 4.29 3.08 2.38
H: 3.14 0.87 0.63
H: 4.88 3.26 -0.15
H: 4.17 2.11 -1.29
H: 5.40 1.57 -0.13
H: 2.96 4.85 0.72
H: -0.82 5.75 0.14
H: 0.77 6.08 2.72
H: -0.77 5.22 2.57
H: -0.71 6.96 2.28
H: 1.92 6.99 0.65
H: 0.45 7.84 0.16
H: 1.24 6.71 -0.96
H: -1.90 4.09 0.65
H: -3.57 2.57 -3.78
H: -2.39 5.15 -1.09
H: -0.85 4.67 -3.69
H: -0.13 4.56 -2.10
H: -0.74 6.12 -2.67
H: -3.36 4.96 -3.97
H: -3.28 6.43 -3.00
H: -4.40 5.13 -2.55
H: -4.08 0.07 -3.60
H: -2.88 -1.71 -1.45
H: -4.22 -2.08 -2.52
H: -4.40 -0.87 -1.23
H: -1.26 -1.05 -3.24
H: -1.75 0.01 -4.55
H: -2.47 -1.62 -4.41
H: -3.34 0.99 4.17
H: -4.58 2.87 3.17
H: -2.84 5.14 2.11
H: -2.94 4.59 3.79
H: -4.37 5.23 2.98
H: -4.09 3.76 0.30
H: -5.60 3.82 1.21
H: -4.89 2.27 0.73
H: -1.74 -1.64 3.44
H: -0.44 0.29 5.41
H: -0.73 -1.43 5.69
H: -2.09 -0.32 5.53
H: 1.04 -0.39 3.26
H: 0.35 -1.62 2.21
H: 0.70 -2.02 3.88
O: 5.67 -0.68 -3.84
C: 4.52 -0.45 -3.14
C: 3.52 0.38 -3.62
C: 2.39 0.54 -2.83
N: 2.26 -0.06 -1.65
C: 3.22 -0.86 -1.21
C: 4.38 -1.10 -1.92
C: 2.90 -1.51 0.14
O: 3.69 -2.32 0.61
O: 1.80 -1.10 0.63
C: 1.18 1.37 -3.24
O: 1.23 1.99 -4.30
O: 0.23 1.31 -2.40
H: 5.64 -0.17 -4.66
H: 3.57 0.90 -4.57
H: 5.14 -1.77 -1.53
Cl: -1.07 -7.24 -1.29
C: -1.15 -5.54 -0.86
C: -2.04 -5.12 0.08
C: -2.12 -3.77 0.45
I: -3.63 -3.18 1.76
C: -1.26 -2.81 -0.06
O: -1.25 -1.57 0.26
C: -0.38 -3.26 -1.12
N: 0.32 -2.28 -1.76
C: 1.09 -2.61 -2.76
C: 1.26 -3.94 -3.20
C: 0.57 -4.93 -2.57
C: -0.31 -4.61 -1.52
H: -2.71 -5.84 0.53
H: 1.60 -1.80 -3.28
H: 1.93 -4.15 -4.02
H: 0.68 -5.96 -2.88

Summary:
gap between HOMO and LUMO	7.5	eV
charge	-1
E_HOMO	-5.272	eV


Entry 7:
The following is a DFT calculation (ωB97M-V with the def2-TZVPD basis set) of a structure of composition C38H30MoN2OPS2 at a distorted geometry.

CARTESIAN COORDINATES (ANGSTROEM)
Mo: -0.22 0.08 -0.63
C: 4.20 0.91 -1.25
C: 2.74 0.92 -1.51
N: 1.96 0.19 -0.70
N: 2.67 -0.49 0.22
C: 2.09 -0.95 1.26
S: 0.35 -0.65 1.49
S: 2.85 -1.80 2.54
C: 4.58 -1.12 2.51
C: 4.59 -0.02 3.51
C: 5.35 -0.13 4.68
C: 5.30 0.86 5.64
C: 4.47 1.96 5.47
C: 3.70 2.08 4.31
C: 3.77 1.11 3.34
C: 2.23 1.69 -2.62
C: 3.04 2.43 -3.50
C: 2.50 3.12 -4.57
C: 1.13 3.08 -4.83
C: 0.29 2.38 -3.98
C: 0.82 1.71 -2.88
O: 0.07 1.06 -2.02
H: 4.41 0.90 -0.18
H: 4.72 1.74 -1.70
H: 4.62 -0.02 -1.66
H: 4.79 -0.81 1.49
H: 5.23 -1.94 2.81
H: 6.00 -0.99 4.81
H: 5.90 0.76 6.54
H: 4.41 2.72 6.23
H: 3.05 2.93 4.19
H: 3.19 1.21 2.43
H: 4.10 2.47 -3.37
H: 3.15 3.70 -5.22
H: 0.73 3.59 -5.69
H: -0.78 2.34 -4.16
C: -6.96 0.77 -2.02
C: -6.13 0.25 -3.00
C: -4.82 -0.06 -2.71
C: -4.35 0.15 -1.41
C: -5.17 0.67 -0.42
C: -6.49 0.97 -0.73
P: -2.66 -0.35 -1.00
C: -2.27 0.62 0.52
C: -1.88 1.98 0.34
C: -1.69 2.79 1.45
C: -1.93 2.29 2.73
C: -2.36 0.98 2.91
C: -2.50 0.14 1.82
C: -2.60 -2.08 -0.52
C: -3.73 -2.80 -0.16
C: -3.64 -4.18 0.03
C: -2.46 -4.84 -0.25
C: -1.31 -4.14 -0.67
C: -0.13 -4.81 -1.07
C: 0.93 -4.10 -1.56
C: 0.90 -2.70 -1.61
C: -0.20 -1.99 -1.18
C: -1.35 -2.72 -0.76
H: -7.98 1.04 -2.26
H: -6.51 0.09 -4.00
H: -4.17 -0.47 -3.47
H: -4.81 0.82 0.59
H: -7.13 1.36 0.04
H: -1.91 2.42 -0.66
H: -1.39 3.82 1.32
H: -1.81 2.94 3.58
H: -2.58 0.61 3.90
H: -2.82 -0.89 1.96
H: -4.67 -2.30 -0.03
H: -4.51 -4.73 0.34
H: -2.41 -5.92 -0.17
H: -0.11 -5.88 -1.02
H: 1.82 -4.62 -1.90
H: 1.78 -2.18 -1.99

Summary:
gap between HOMO and LUMO (alpha / beta)	3.5 / 3.5	eV
charge	+3
E_HOMO (alpha / beta)	-15.067 / -15.067	eV


Entry 8:
The following is a DFT calculation (ωB97M-V with the def2-TZVPD basis set) of a cluster of 2 separate species, C6H14N2 in total.

CARTESIAN COORDINATES (ANGSTROEM)
C: 0.28 1.27 1.74
C: -0.94 0.76 1.90
N: -2.11 1.32 1.36
C: -2.44 2.47 1.74
H: 0.42 2.16 1.14
H: 1.14 0.80 2.19
H: -1.11 -0.20 2.37
H: -3.30 2.95 1.29
H: -1.85 3.02 2.48
C: 1.70 -0.03 -1.74
C: 1.29 -1.38 -1.16
C: -0.22 -1.48 -1.00
N: 1.75 -2.52 -1.95
H: 1.39 0.78 -1.08
H: 2.78 0.04 -1.90
H: 1.22 0.13 -2.72
H: 1.76 -1.47 -0.17
H: -0.48 -2.45 -0.59
H: -0.61 -0.70 -0.35
H: -0.71 -1.37 -1.98
H: 2.74 -2.44 -2.14
H: 1.28 -2.52 -2.86

Summary:
SMILES	C=CN=C.CC(C)N
gap between HOMO and LUMO	10.2	eV
charge	0
E_HOMO	-9.142	eV


no.,energy (hartree)
1,-628.27891
2,-1323.94709
3,-367.61546
4,-2190.88676
5,-1295.26718
6,-3381.47475
7,-2855.69513
8,-346.46566